1.
DFT (ωB97M-V/def2-TZVPD) results for a cluster of 15 separate species, C6H41NO14 in total.

Atoms and positions in Å:
1 O -0.0509 -3.3766 3.5161
2 O -3.2329 -1.4293 -2.6998
3 O -1.6505 3.4586 -2.4525
4 O 4.1400 -0.8968 -2.5587
5 O 0.4740 -2.0714 -1.1245
6 O -4.5391 0.0069 -0.6631
7 O 2.2797 3.6877 1.3985
8 O 1.9393 -4.5907 -0.9403
9 O 4.1332 -1.6617 1.4377
10 O 2.2069 -0.7609 0.1401
11 O 2.1954 2.9236 -3.6584
12 O -2.0959 -2.9604 -0.4476
13 O 3.5336 1.9706 -0.6214
14 O -3.5677 2.8747 -0.3470
15 N -0.8962 0.1409 0.9010
16 C -0.0970 0.6438 -1.4227
17 C -0.4374 0.7020 3.4085
18 C -0.1360 1.0086 1.9213
19 C -1.8374 0.0162 3.2236
20 C -1.2346 0.8020 -0.4322
21 C -2.1005 -0.2073 1.7460
22 H -1.7613 -0.8656 3.8893
23 H -2.2267 -1.2690 1.5073
24 H 3.5974 -0.8679 -1.7866
25 H -0.5294 1.5500 4.1238
26 H -3.6501 1.9445 -0.5737
27 H -2.2991 -1.3861 -2.8693
28 H 2.3969 3.6486 0.4465
29 H -1.5136 1.8710 -0.2864
30 H 3.1139 3.2438 1.6889
31 H 2.5103 -1.5811 0.5220
32 H -0.1048 -2.6087 2.9405
33 H 4.3598 2.1340 -1.0815
34 H 4.8532 -1.0584 1.1859
35 H -0.2562 1.4379 -2.1375
36 H 1.1960 -4.2504 -1.4250
37 H -1.5048 3.6343 -1.4975
38 H 0.2222 -0.0847 3.7326
39 H -5.0757 -0.5407 -0.0627
40 H 0.3660 -1.6272 -1.9549
41 H 2.0401 -4.1988 -0.0831
42 H -2.3766 2.8398 -2.4319
43 H -2.9481 0.4101 1.4938
44 H 0.8082 -1.3536 -0.4789
45 H 0.9105 0.8591 -0.9541
46 H -3.6892 -2.1703 -3.0849
47 H -1.5737 -2.9309 0.3597
48 H -1.3680 -2.5686 -0.9792
49 H 0.4572 -4.0795 3.0215
50 H -4.1105 -0.5069 -1.3759
51 H 4.2343 -2.2612 2.1705
52 H 1.2254 2.9282 -3.6946
53 H -2.6385 0.6609 3.6628
54 H -0.4544 2.0719 1.7667
55 H 3.7213 -1.5412 -3.1378
56 H 2.2838 3.5240 -2.8542
57 H -3.5289 2.9066 0.6063
58 H 0.9718 0.9512 1.6467
59 H -0.0871 -0.1625 -2.1102
60 H 2.0075 -0.3135 0.9883
61 H -2.1203 0.2810 -0.8123
62 H 3.5156 1.0491 -0.4055

For the energy above the lowest of the compared OMol25 structures with the same formula, charge and spin, the calculation gives 116.6 kcal/mol. Its LUMO energy is -0.458 eV. The value obtained for the gap between HOMO and LUMO is 8.4098 eV. The largest force on an atom comes out at 2.9 eV/A.

---

2.
DFT (ωB97M-V/def2-TZVPD) results for a cluster of 14 separate species, C6H41NO14 in total.

Atoms and positions in Å:
1 O -0.2491 -4.4917 0.3120
2 O -0.5034 1.8531 2.3164
3 O 3.3502 -0.7559 -1.0722
4 O -3.4821 1.1937 2.9096
5 O -2.5260 -0.3394 0.6823
6 O -0.0975 -0.1320 -4.2501
7 O 1.2698 -3.7174 -2.2646
8 O 4.2555 0.1258 1.4866
9 O 1.4150 4.3673 2.2123
10 O 2.4516 -0.4571 -3.6635
11 O 2.1482 1.6189 1.7141
12 O -0.3551 -0.2878 4.0372
13 O -2.8714 -2.3263 2.2863
14 O 1.0690 -0.8946 1.7704
15 N -0.0761 0.7593 -0.8056
16 C 0.8696 2.9982 -1.2745
17 C -0.1297 1.9224 -1.7159
18 C -1.0016 -0.3505 -1.2416
19 C -2.3860 -0.0181 -0.7046
20 C -0.3723 -1.5963 -0.6239
21 C -3.4533 -0.8582 -1.4024
22 H -2.6265 -1.4262 2.0104
23 H 3.4407 0.5308 1.8523
24 H 1.5440 -2.8175 -2.0705
25 H 0.4068 -0.8052 -3.7821
26 H 1.1991 1.7913 1.5298
27 H -2.9567 -2.7879 1.4489
28 H 0.9350 -0.0828 1.2633
29 H -2.1435 0.3477 1.2474
30 H 3.5623 -0.5370 -0.1509
31 H 2.5697 0.2967 -4.2448
32 H -0.4416 1.9636 3.2701
33 H -3.2715 0.3998 3.4137
34 H 2.1845 -0.1683 -2.7836
35 H -3.2884 1.9232 3.5065
36 H -1.4302 1.9645 2.0755
37 H -3.0103 -1.7975 -1.7409
38 H -2.5993 1.0377 -0.8646
39 H -0.7203 -2.5236 -1.0792
40 H -0.6524 -1.7635 0.4060
41 H 1.4987 4.3048 3.1717
42 H 1.4372 -1.4531 1.0770
43 H -0.9971 -4.8846 -0.1471
44 H 1.0608 -4.0936 -1.3976
45 H -0.9618 -0.3787 -2.3373
46 H 0.0491 1.6643 -2.7600
47 H 0.1900 -0.7648 3.3752
48 H 2.4886 2.5037 1.5219
49 H 1.8125 2.6271 -0.8742
50 H 0.8885 0.4694 -0.9599
51 H 0.6952 -1.5622 -0.8232
52 H 4.8170 -0.3126 2.1249
53 H -4.2923 -1.0612 -0.7439
54 H -1.1899 -0.6257 3.6860
55 H -3.7761 -0.3198 -2.2940
56 H 0.3253 3.7000 -0.6480
57 H 0.5635 4.8136 2.1374
58 H -1.1391 2.3409 -1.7693
59 H 1.2232 3.5596 -2.1460
60 H -0.0880 -0.4317 -5.1657
61 H 3.9392 -0.5542 -1.7972
62 H -0.5713 -3.7002 0.7539

For the energy above the lowest of the compared OMol25 structures with the same formula, charge and spin, the calculation gives 75.6 kcal/mol. Its LUMO energy is -0.098 eV. The value obtained for the gap between HOMO and LUMO is 9.2232 eV. The largest force on an atom comes out at 2.2 eV/A.

---

3.
DFT (ωB97M-V/def2-TZVPD) results for a cluster of 14 separate species, C6H42NO13 in total.

Atoms and positions in Å:
1 O -1.0280 -2.4931 -1.6779
2 O -1.0958 3.9418 1.0523
3 O 0.8205 -1.1150 -3.9940
4 O -0.5735 -3.0068 0.8487
5 O 1.8629 -1.4105 -1.6392
6 O 0.6596 1.1370 -2.1944
7 O 3.5326 0.7791 0.5015
8 O 3.6956 -1.9473 0.3732
9 O -1.8887 -0.4118 -2.9941
10 O -3.3265 -3.0217 1.8880
11 O 1.8682 -2.8542 1.8971
12 O -2.4469 2.7463 -2.8504
13 O 1.2342 2.9650 0.2018
14 N -1.7972 1.7020 -0.4683
15 C -1.3569 0.9075 1.8726
16 C -2.3735 -0.5146 0.1418
17 C 1.2524 0.8443 2.4896
18 C 1.7356 1.8254 3.6125
19 C -0.1360 0.3333 2.7893
20 C -1.3585 0.5822 0.3737
21 H 2.0806 -3.7268 1.9502
22 H -1.0056 -0.5206 -3.4779
23 H 1.1948 -2.0605 -1.6363
24 H -0.0939 -0.7605 2.5619
25 H 2.6133 2.3535 3.2311
26 H 3.4594 -0.1350 0.2489
27 H -0.8511 -2.7508 -0.0765
28 H -3.0189 2.3728 -3.5136
29 H -2.3371 -0.8062 -0.9265
30 H -2.5129 -0.5234 -3.6625
31 H -3.4423 -0.1255 0.1805
32 H 4.4092 -2.5764 0.6523
33 H -2.2167 -1.3401 0.9523
34 H 1.5591 3.7225 -0.4263
35 H -0.3799 0.4176 3.8481
36 H -2.0404 1.3871 -1.4465
37 H -1.5991 2.6567 -3.3118
38 H -1.1003 2.5524 -0.6603
39 H 2.8653 -2.1522 0.7884
40 H 1.4087 1.3261 -1.6194
41 H -2.5474 2.2363 -0.0164
42 H -4.1693 -2.4924 2.0683
43 H 2.7288 -1.7349 -1.2461
44 H 1.9609 -0.0191 2.2869
45 H -0.3058 0.1912 0.1139
46 H 0.9813 -0.5968 -4.8139
47 H -0.2891 3.7774 0.7187
48 H -3.6083 -3.7998 1.6852
49 H 1.0450 2.6383 3.7980
50 H 1.2972 1.4061 1.5622
51 H 4.3001 1.1143 0.0490
52 H 2.0268 1.2151 4.4835
53 H -1.2333 -2.8904 1.4684
54 H -1.4979 -1.6695 -1.8471
55 H 0.8656 0.1712 -2.3299
56 H -0.7991 4.5549 1.8356
57 H -1.3079 -3.0403 -2.4147
58 H -2.3540 0.6851 2.3205
59 H -1.2280 2.0184 2.1096
60 H 2.0549 2.6793 0.6603
61 H 0.9158 -2.8900 1.6348
62 H 1.6594 -1.1181 -3.4825

Its net charge is +2. For the energy above the lowest of the compared OMol25 structures with the same formula, charge and spin, the calculation gives 0.0 kcal/mol. Its LUMO energy (alpha / beta) is -5.059 / -12.239 eV. The value obtained for the gap between HOMO and LUMO (alpha / beta) is 11.5245 / 4.3185 eV. As for the multiplicity: 2. The largest force on an atom comes out at 9.3 eV/A.

---

4.
DFT (ωB97M-V/def2-TZVPD) results for a cluster of 15 separate species, C6H43NO14 in total.

Atoms and positions in Å:
1 O -3.1175 3.2160 2.3987
2 O -1.2836 -1.8896 -2.9703
3 O -2.3183 2.7855 -1.7524
4 O -3.4778 -0.3150 2.9986
5 O -3.4735 -2.5823 -1.6526
6 O -2.0255 -2.5770 0.4997
7 O 1.3208 2.9340 -1.5257
8 O 3.5640 2.1523 0.8670
9 O 1.2203 -0.8268 -3.4668
10 O 2.7602 1.5770 -3.2795
11 O 1.9855 -3.1495 -2.3492
12 O -0.9104 1.9513 -3.6734
13 O 1.1245 -5.0578 0.1459
14 O 0.2702 4.5712 0.1465
15 N -0.0180 -0.7202 1.6205
16 C 1.3163 -0.8738 -0.6778
17 C 1.2353 -0.9883 0.8744
18 C -0.0538 -1.3877 2.8890
19 C 0.3697 1.7463 2.3205
20 C -0.4044 0.6534 1.5942
21 C 0.9825 -1.0177 3.9998
22 H 2.2020 -1.4063 -1.0610
23 H -0.1638 4.1027 -0.5792
24 H -0.1814 2.1433 3.1898
25 H -1.1271 -1.2735 3.2929
26 H 0.2973 -1.0838 -3.3021
27 H -3.0676 -2.4297 -0.7356
28 H -2.8500 2.4306 1.9429
29 H 0.2056 -4.9885 -0.1944
30 H -2.7788 0.4004 3.0865
31 H 1.0798 -4.4141 0.8851
32 H 1.5881 2.7517 -2.4394
33 H 4.3334 2.6224 0.4849
34 H -1.3888 -1.8326 0.4295
35 H 1.6289 -1.6070 -3.8567
36 H 1.2514 1.3975 2.8254
37 H -2.3008 -2.6092 1.4256
38 H -4.1076 -3.2821 -1.4160
39 H -2.6944 3.5510 -2.1558
40 H -1.8987 -1.7104 -2.2430
41 H 1.6436 -2.0636 1.0525
42 H 2.0143 0.9320 -3.0448
43 H -3.7973 -0.3024 3.9193
44 H -1.4955 0.7146 1.7044
45 H -1.1566 1.7150 -4.5619
46 H -3.1017 3.9894 1.8501
47 H 2.9387 -3.2448 -2.4319
48 H 0.6333 -0.1786 4.6076
49 H 1.7297 -3.2058 -1.4063
50 H -0.4572 0.9183 0.4556
51 H 1.8300 -0.5633 3.4966
52 H 0.1785 -2.5332 2.7281
53 H -2.0665 1.9664 -2.1976
54 H 0.9265 2.1362 -1.1610
55 H 0.5714 2.5051 1.6238
56 H 2.8144 2.7381 0.7657
57 H 1.1871 -1.8959 4.5646
58 H -0.5283 1.2394 -3.1186
59 H 1.5653 0.1792 -0.9641
60 H 0.4036 -1.0920 -1.2663
61 H -1.4064 -2.8006 -3.2472
62 H 2.0432 -0.3479 1.1941
63 H 0.9361 5.0732 -0.3127
64 H 3.4995 1.1576 -2.8367

For the energy above the lowest of the compared OMol25 structures with the same formula, charge and spin, the calculation gives 116.7 kcal/mol. Its LUMO energy is 0.095 eV. The value obtained for the gap between HOMO and LUMO is 9.1648 eV. The largest force on an atom comes out at 3.5 eV/A.

---

5.
DFT (ωB97M-V/def2-TZVPD) results for a cluster of 15 separate species, C6H43NO14 in total.

Atoms and positions in Å:
1 O 3.0533 -2.4400 -1.0828
2 O 3.3318 -0.7206 2.5111
3 O -0.3243 1.3537 -3.2907
4 O 0.8508 -3.1612 -2.4201
5 O -0.0121 3.3909 2.3931
6 O -4.2737 1.2905 0.2514
7 O 1.2704 -3.1759 1.9770
8 O 0.4892 -1.8278 4.3463
9 O -0.7870 -1.2204 -4.0081
10 O -1.8380 3.8050 0.3611
11 O -2.2028 2.1983 -1.7690
12 O 1.9074 -0.4763 -3.0339
13 O -2.9519 -0.4067 -2.5229
14 O 1.4888 0.7624 3.8510
15 N 0.5055 0.6188 -0.0339
16 C -0.7197 -1.0147 1.4807
17 C -1.0618 -1.9546 0.3144
18 C -0.5639 0.4200 0.9080
19 C 1.3868 1.7691 0.1931
20 C 2.2875 1.9333 -1.0399
21 C -1.9026 -1.0033 2.5061
22 H -1.8865 3.1317 -0.3717
23 H -0.5836 1.2057 1.6875
24 H 0.7117 2.6270 0.2294
25 H -1.6074 -1.2296 -3.4643
26 H -1.4794 0.6318 0.2951
27 H -1.3785 4.5383 -0.0440
28 H 2.5972 -2.7071 -1.8860
29 H -1.8060 -1.8036 3.2315
30 H -0.1678 -2.0503 -0.2955
31 H 0.3739 -4.0008 -2.4725
32 H 0.9346 -3.1456 2.9085
33 H 3.7902 -1.5763 2.3758
34 H -0.3748 0.3854 -3.4884
35 H -1.8568 -1.4816 -0.2526
36 H 1.2113 1.4218 3.2324
37 H -1.5660 -2.8626 0.6648
38 H 2.7774 -0.3421 -2.6746
39 H 1.2809 -1.5014 3.9081
40 H 1.8845 2.3515 -1.9584
41 H -3.8738 -0.1934 -2.3212
42 H -3.5972 1.1367 -0.4067
43 H 0.5388 1.4583 -2.8697
44 H 3.1007 -3.2231 -0.5169
45 H -2.4222 0.3852 -2.3125
46 H 0.9712 -0.2528 -0.3151
47 H 2.7685 0.9851 -1.2676
48 H 2.2934 0.2814 3.5457
49 H 3.2452 -0.3706 1.6382
50 H -1.2666 1.8966 -1.9777
51 H 2.0077 -1.0964 -3.7740
52 H -2.7697 -1.1225 1.8504
53 H -2.5207 2.4465 -2.6428
54 H 0.5016 -3.6079 1.5689
55 H -2.0376 0.0047 2.8850
56 H 1.9295 1.6626 1.1397
57 H -0.7612 3.3120 1.7547
58 H -0.0266 -1.0008 4.3120
59 H 3.1526 2.5706 -0.8446
60 H -1.0167 -0.6351 -4.7317
61 H -4.0733 2.0089 0.8374
62 H 0.7105 3.5709 1.7813
63 H 0.1052 -2.6320 -2.7471
64 H 0.2523 -1.3175 1.8973

Its net charge is +1. For the energy above the lowest of the compared OMol25 structures with the same formula, charge and spin, the calculation gives 0.0 kcal/mol. Its LUMO energy (alpha / beta) is -2.796 / -7.346 eV. The value obtained for the gap between HOMO and LUMO (alpha / beta) is 10.9353 / 6.3789 eV. As for the multiplicity: 2. The largest force on an atom comes out at 3.0 eV/A.

---

6.
DFT (ωB97M-V/def2-TZVPD) results for a structure of composition C6H46InO22P.

Atoms and positions in Å:
1 In 0.0079 -0.5081 -1.0854
2 P 1.6578 -1.5964 1.8868
3 O -0.2613 0.8622 1.5417
4 O -2.5139 4.2477 0.1753
5 O -2.7619 -0.6321 0.5299
6 O 0.3642 1.2658 -3.6405
7 O 2.1311 1.6671 -0.8891
8 O -2.0214 -2.9430 -1.3070
9 O 2.5864 -2.7039 2.5085
10 O -0.0084 -4.5831 0.4234
11 O -1.0605 2.3545 -1.1796
12 O 1.4467 -0.4948 2.9801
13 O -1.6645 -3.0429 2.4269
14 O -2.0374 2.6030 2.9155
15 O 2.2796 -0.9856 0.6031
16 O 4.4484 -1.3965 -0.6659
17 O 1.1214 -3.2165 -1.9665
18 O -1.1119 -0.8959 3.8445
19 O 0.2361 -2.0335 1.3259
20 O 3.0661 -3.8529 -0.0689
21 O -2.5311 0.3762 -2.5803
22 O 3.2000 1.2506 1.6956
23 O -0.8340 -1.6959 -3.8801
24 O 2.6013 -0.7234 -2.8786
25 C -1.4332 3.8026 2.4222
26 C -2.6060 2.8936 4.2317
27 C -3.3509 5.0702 -0.6487
28 C -2.4566 4.5377 1.5601
29 C 0.5611 -4.2544 -2.7017
30 C 5.2090 -0.1807 -0.9323
31 H -2.8607 0.0204 -3.4055
32 H -1.6820 -1.6633 -4.3230
33 H -1.7554 3.1603 4.8590
34 H -0.8310 2.8190 -1.9845
35 H 3.3510 -1.1567 -2.4708
36 H 0.2282 -3.7035 0.7175
37 H -3.0328 1.9591 4.5960
38 H -2.8221 -3.1945 -1.7671
39 H -0.2157 -0.7457 3.5435
40 H -0.9328 1.3372 2.0312
41 H 5.4908 0.2978 0.0057
42 H -3.4518 4.3065 1.9396
43 H -3.5595 -0.6037 0.0015
44 H 4.7097 0.5842 -1.5272
45 H 2.7300 1.5875 2.4584
46 H -0.8435 4.3899 3.1261
47 H 3.0432 -3.2319 0.6592
48 H 2.7926 1.5484 -0.2075
49 H -2.7065 5.9413 -0.7674
50 H -0.6054 3.4854 1.7880
51 H -1.3312 -1.7689 3.5189
52 H 2.0468 2.6163 -0.9789
53 H 1.1798 1.7098 -3.8725
54 H 0.2661 0.4310 2.2142
55 H 1.7134 -3.5701 -1.2986
56 H -3.3556 3.6841 4.2691
57 H 6.1709 -0.4415 -1.3735
58 H -4.3514 5.3622 -0.3294
59 H 2.7536 0.4313 1.4814
60 H -3.4990 4.6987 -1.6627
61 H 1.1265 -5.1656 -2.5064
62 H -2.3617 -2.8472 1.8008
63 H -1.5595 2.9919 -0.6688
64 H -0.2030 -1.8579 -4.5814
65 H -3.2884 0.8090 -2.1860
66 H 3.9965 -4.0372 -0.1979
67 H -1.6758 -3.7653 -0.9596
68 H 2.9466 -0.3657 -3.6966
69 H -0.4212 -4.5391 -2.3246
70 H -2.3211 5.6015 1.7553
71 H 0.8053 -5.0835 0.4844
72 H 0.4271 -4.0692 -3.7674
73 H -0.8773 -2.6643 2.0355
74 H 3.7233 -1.2261 -0.0603
75 H -3.0684 -0.5408 1.4321
76 H -0.1527 1.2771 -4.4461

Its LUMO energy is -4.593 eV. The value obtained for the gap between HOMO and LUMO is 3.7735 eV. The largest force on an atom comes out at 3.1 eV/A.

---

7.
DFT (ωB97M-V/def2-TZVPD) results for a structure of composition C6H4AlCl2N2O3Pr.

Atoms and positions in Å:
1 Pr -1.2535 -0.5848 -4.3834
2 Cl -0.9977 2.5240 -0.4750
3 Cl 0.3558 -0.6476 -1.7052
4 Al 0.3202 0.9228 0.1077
5 O 1.7675 -1.9200 -5.1400
6 O 1.4550 1.6406 -4.7536
7 O 3.0581 2.5401 1.0813
8 N -0.3714 0.0546 1.5694
9 N -0.1613 -1.2608 1.8964
10 C 0.4933 1.0078 -4.5916
11 C -0.8176 -1.5722 3.0231
12 C -1.1768 0.5815 2.5334
13 C -1.4650 -0.4008 3.4581
14 C 2.1735 1.8800 0.7705
15 C 0.6890 -1.5940 -4.9401
16 H 0.3253 -1.8970 1.2724
17 H -1.5157 1.5958 2.4781
18 H -0.8031 -2.5716 3.4560
19 H -2.0753 -0.2986 4.3424

Its net charge is +4. For the energy above the lowest of the compared OMol25 structures with the same formula, charge and spin, the calculation gives 0.0 kcal/mol. Its LUMO energy (alpha / beta) is -19.459 / -18.551 eV. The value obtained for the gap between HOMO and LUMO (alpha / beta) is 2.3850 / 3.2941 eV. As for the multiplicity: 3. The largest force on an atom comes out at 9.1 eV/A.

---

8.
DFT (ωB97M-V/def2-TZVPD) results for a structure of composition C6H4AuN5O5.

Atoms and positions in Å:
1 Au -0.7426 0.6131 -0.9940
2 O -4.3868 -1.2040 0.5691
3 O -4.4144 2.3362 0.4170
4 O -0.6079 -5.4849 -1.5157
5 O -3.0205 2.3882 -2.0253
6 O 1.9172 0.8233 -2.6890
7 N 4.0275 0.8188 1.4130
8 N 0.8691 0.1623 0.3880
9 N 1.9803 -0.0493 2.3076
10 N 2.1614 0.3306 0.0847
11 N 2.8146 0.1721 1.2326
12 C 1.0359 0.4498 -2.0126
13 C -4.3710 -0.0267 0.5174
14 C -2.4987 1.6121 -1.2998
15 C 0.8061 -0.1412 1.6988
16 C -0.9675 -4.3992 -1.5025
17 C -3.9666 1.2150 0.1723
18 H 0.3409 -0.4778 -1.7261
19 H 4.5315 0.8853 0.5400
20 H -0.0713 -0.4363 2.2530
21 H 4.5628 0.4125 2.1715

Its net charge is +2. For the energy above the lowest of the compared OMol25 structures with the same formula, charge and spin, the calculation gives 43.6 kcal/mol. Its LUMO energy (alpha / beta) is -10.919 / -11.044 eV. The value obtained for the gap between HOMO and LUMO (alpha / beta) is 5.5484 / 6.5282 eV. As for the multiplicity: 3. The largest force on an atom comes out at 7.4 eV/A.